A molecular structure, C14H23NS4Y in a non-equilibrium geometry. Source: the Open Molecules 2025 dataset; level of theory: ωB97M-V/def2-TZVPD.

Last column: Löwdin charge in e.
Positions of all 43 atoms, in Å:
Y (-0.25, 0.50, 0.01)  0.83
S (-0.59, -2.18, -0.60)  0.81
S (-0.73, 3.11, -0.69)  0.81
C (0.98, -3.03, -0.22)  -0.34
C (-0.56, -2.04, -2.44)  -0.41
C (0.18, -0.83, -2.99)  -0.24
N (-0.37, 0.44, -2.43)  -0.19
C (0.24, 1.69, -2.99)  -0.24
C (-0.51, 2.94, -2.52)  -0.41
H (-1.61, -2.04, -2.75)  0.08
H (-0.11, -2.97, -2.79)  0.10
H (0.06, -0.84, -4.08)  0.14
H (1.25, -0.89, -2.75)  0.13
H (0.18, 1.67, -4.09)  0.14
H (1.29, 1.73, -2.69)  0.13
H (-1.53, 2.97, -2.93)  0.09
H (0.01, 3.85, -2.84)  0.10
C (0.79, 3.97, -0.11)  -0.31
H (-1.35, 0.46, -2.72)  0.11
H (1.65, 3.54, -0.63)  0.05
H (0.85, 3.80, 0.97)  0.03
H (0.70, 5.05, -0.31)  0.05
H (1.11, -3.00, 0.86)  0.03
H (1.80, -2.47, -0.70)  0.03
H (0.94, -4.06, -0.57)  0.06
C (-2.53, 0.50, 0.71)  -0.23
C (-2.72, 0.41, -0.65)  -0.17
H (-2.75, 1.42, 1.25)  0.07
H (-2.48, -0.40, 1.35)  0.09
H (-3.01, 1.29, -1.24)  0.07
H (-2.96, -0.54, -1.14)  0.07
S (-0.18, 1.45, 2.53)  0.59
C (0.49, -0.01, 3.11)  -0.74
C (-0.11, -0.64, 4.24)  -0.12
C (0.42, -1.82, 4.75)  -0.09
C (1.53, -2.42, 4.15)  -0.09
C (2.12, -1.85, 3.03)  -0.15
C (1.63, -0.64, 2.46)  -0.77
S (2.27, 0.00, 1.01)  0.50
H (-0.99, -0.17, 4.66)  0.10
H (-0.04, -2.26, 5.65)  0.11
H (1.94, -3.34, 4.57)  0.11
H (2.97, -2.34, 2.54)  0.11

**Gap between HOMO and LUMO (alpha / beta)**: 5.29 / 5.29 eV
**LUMO energy (alpha / beta)**: -4.37 / -4.38 eV
**Net charge**: +1
**M**: 422.5 g/mol

---

A molecular structure, C7H20BrLiO5 in a non-equilibrium geometry. Source: the Open Molecules 2025 dataset; level of theory: ωB97M-V/def2-TZVPD.

Last column: Löwdin charge in e.
Positions of all 34 atoms, in Å:
Li (28.02, 14.47, 23.76)  0.69
Br (26.09, 15.57, 24.73)  0.06
C (24.79, 13.56, 29.56)  -0.07
C (25.60, 14.68, 28.93)  -0.48
C (26.74, 15.13, 29.88)  -0.06
O (26.30, 14.23, 27.76)  -0.12
H (24.51, 13.89, 30.57)  0.07
H (25.29, 12.60, 29.70)  0.08
H (23.87, 13.38, 28.99)  0.07
H (24.92, 15.48, 28.66)  0.14
H (27.07, 16.12, 29.54)  0.06
H (27.59, 14.47, 29.92)  0.08
H (26.34, 15.35, 30.87)  0.07
H (25.89, 14.64, 26.98)  -0.07
C (26.95, 18.59, 27.11)  -0.28
C (26.21, 19.93, 27.05)  -0.23
O (25.44, 20.04, 28.25)  -0.08
O (27.58, 18.35, 25.88)  -0.11
H (26.26, 17.83, 27.50)  0.11
H (27.69, 18.67, 27.92)  0.11
H (25.58, 20.00, 26.17)  0.12
H (26.94, 20.75, 26.99)  0.12
H (26.03, 20.24, 28.98)  0.08
H (27.36, 17.48, 25.51)  -0.07
C (23.61, 16.51, 21.32)  -0.24
C (23.87, 15.03, 21.05)  -0.25
O (25.19, 14.68, 21.46)  -0.11
O (23.38, 16.79, 22.70)  -0.09
H (22.70, 16.84, 20.83)  0.12
H (24.49, 17.08, 21.02)  0.12
H (23.80, 14.90, 19.96)  0.11
H (23.05, 14.37, 21.35)  0.12
H (25.21, 14.93, 22.39)  -0.06
H (24.07, 16.43, 23.26)  -0.04

**ΔE to the lowest compared entry with this formula, charge and spin**: 37.2 kJ/mol
**Gap between HOMO and LUMO**: 8.20 eV
**LUMO energy**: -1.38 eV
**Net charge**: 0
**M**: 271.1 g/mol

---

5 unconnected molecules or ions with the total composition C23H62IO22P6 in a non-equilibrium geometry. Source: the Open Molecules 2025 dataset; level of theory: ωB97M-V/def2-TZVPD.

Last column: Löwdin charge in e.
Positions of all 114 atoms, in Å:
C (6.75, -4.76, 0.06)  -0.09
C (5.74, -3.59, 0.16)  -0.39
C (6.44, -2.27, 0.60)  -0.08
C (4.94, -3.35, -1.17)  -0.30
C (4.74, -4.63, -2.01)  -0.08
C (3.58, -2.65, -0.77)  -0.27
O (2.50, -3.54, -0.84)  -0.30
P (1.42, -3.44, 0.51)  0.55
C (1.29, -5.31, 0.85)  -0.30
C (2.23, -6.23, 0.04)  -0.35
C (1.71, -7.71, 0.21)  -0.66
I (3.25, -9.14, 0.71)  0.63
O (1.25, -1.71, 0.40)  -0.31
C (0.55, -1.41, -0.77)  -0.29
C (-0.68, -2.42, -0.71)  -0.37
P (-1.78, -1.69, 0.61)  0.57
O (-1.76, -2.41, 1.89)  -0.31
O (-3.38, -1.64, 0.14)  -0.16
O (-1.41, -0.11, 0.89)  -0.18
O (-0.06, -3.64, -0.45)  -0.27
H (6.26, -5.74, 0.04)  0.07
H (7.36, -4.65, -0.86)  0.08
H (7.44, -4.77, 0.92)  0.07
H (5.02, -3.85, 0.96)  0.13
H (5.70, -1.49, 0.82)  0.07
H (7.01, -2.43, 1.53)  0.07
H (7.10, -1.90, -0.21)  0.08
H (5.52, -2.62, -1.78)  0.13
H (4.35, -5.47, -1.42)  0.05
H (4.08, -4.44, -2.87)  0.08
H (5.73, -4.95, -2.38)  0.07
H (3.43, -1.85, -1.53)  0.11
H (3.75, -2.21, 0.23)  0.08
H (2.55, -3.47, 1.43)  0.03
H (0.64, -3.30, 1.72)  0.02
H (0.25, -5.62, 0.64)  0.07
H (1.47, -5.44, 1.94)  0.08
H (3.25, -6.16, 0.45)  0.06
H (2.22, -6.05, -1.04)  0.09
H (0.92, -7.74, 0.98)  0.03
H (1.21, -8.00, -0.73)  0.04
H (0.34, -0.35, -0.96)  0.09
H (1.03, -1.72, -1.73)  0.11
H (-1.24, -2.50, -1.67)  0.13
H (-3.72, -0.84, 0.57)  0.06
H (-0.53, -0.05, 1.28)  0.08
C (-5.07, -4.03, 3.09)  -0.11
O (-4.35, -5.05, 3.78)  -0.29
P (-4.96, -5.55, 5.26)  0.68
O (-6.43, -5.53, 4.94)  -0.27
O (-4.43, -4.18, 5.98)  -0.28
C (-3.04, -3.82, 5.82)  -0.09
O (-5.05, -6.36, 6.74)  -0.29
C (-6.00, -5.89, 7.67)  -0.14
H (-4.39, -3.61, 2.36)  0.08
H (-5.93, -4.47, 2.57)  0.08
H (-5.40, -3.25, 3.77)  0.09
H (-2.97, -2.97, 5.14)  0.09
H (-2.45, -4.64, 5.42)  0.09
H (-2.64, -3.53, 6.80)  0.08
H (-6.99, -6.28, 7.43)  0.08
H (-6.03, -4.80, 7.70)  0.08
H (-5.70, -6.25, 8.65)  0.09
C (-0.20, 4.10, 3.78)  -0.12
O (-0.97, 4.04, 2.58)  -0.30
P (-2.54, 4.63, 2.66)  0.68
O (-2.30, 5.82, 3.55)  -0.26
O (-3.04, 3.31, 3.48)  -0.27
C (-2.77, 2.01, 2.92)  -0.10
O (-4.11, 5.00, 2.19)  -0.29
C (-5.02, 5.37, 3.22)  -0.13
H (0.64, 3.41, 3.65)  0.09
H (0.20, 5.10, 3.92)  0.08
H (-0.78, 3.79, 4.64)  0.09
H (-1.98, 1.53, 3.50)  0.09
H (-2.45, 2.08, 1.88)  0.06
H (-3.67, 1.40, 2.98)  0.09
H (-4.89, 6.41, 3.49)  0.08
H (-4.91, 4.74, 4.10)  0.08
H (-6.03, 5.23, 2.82)  0.09
C (0.34, 3.07, -6.51)  -0.13
O (0.91, 2.08, -5.66)  -0.30
P (0.04, 1.79, -4.23)  0.73
O (-1.32, 1.89, -4.86)  -0.26
O (0.58, 3.20, -3.63)  -0.28
C (1.99, 3.38, -3.55)  -0.11
O (-0.50, 1.26, -2.73)  -0.30
C (-1.57, 1.97, -2.13)  -0.11
H (1.10, 3.40, -7.22)  0.09
H (-0.49, 2.64, -7.07)  0.08
H (-0.01, 3.94, -5.94)  0.07
H (2.30, 4.08, -4.32)  0.07
H (2.53, 2.44, -3.69)  0.09
H (2.24, 3.79, -2.57)  0.09
H (-2.52, 1.64, -2.54)  0.09
H (-1.46, 3.05, -2.25)  0.08
H (-1.55, 1.74, -1.06)  0.07
C (2.59, 7.14, -4.85)  -0.12
O (1.29, 6.63, -5.11)  -0.33
P (0.02, 7.76, -5.23)  0.74
O (0.88, 8.77, -5.95)  -0.26
O (0.04, 7.96, -3.60)  -0.27
C (-0.24, 6.81, -2.79)  -0.09
O (-1.40, 8.63, -5.43)  -0.30
C (-1.36, 10.02, -5.12)  -0.13
H (3.21, 6.31, -4.51)  0.08
H (3.02, 7.54, -5.76)  0.08
H (2.57, 7.91, -4.08)  0.09
H (0.70, 6.47, -2.34)  0.09
H (-0.66, 5.99, -3.37)  0.08
H (-0.93, 7.08, -2.00)  0.09
H (-0.94, 10.58, -5.95)  0.08
H (-0.79, 10.21, -4.21)  0.08
H (-2.39, 10.35, -4.96)  0.09

**Gap between HOMO and LUMO**: 3.45 eV
**LUMO energy**: -1.62 eV
**Net charge**: -1
**M**: 1003.5 g/mol

---

A molecular structure, C32H32As2BN3O4SY in a non-equilibrium geometry. Source: the Open Molecules 2025 dataset; level of theory: ωB97M-V/def2-TZVPD.

Last column: Löwdin charge in e.
Positions of all 76 atoms, in Å:
Y (9.73, 11.88, 14.98)  1.09
C (9.64, 10.97, 19.19)  -0.32
As (8.74, 10.59, 17.52)  1.09
C (6.77, 10.92, 17.87)  -0.26
C (9.00, 8.61, 17.62)  -0.40
C (8.81, 7.94, 18.83)  -0.10
C (8.97, 6.55, 18.89)  -0.04
C (9.08, 5.84, 17.68)  -0.04
C (9.16, 6.55, 16.47)  -0.11
C (9.13, 7.90, 16.42)  -0.45
As (9.17, 8.92, 14.76)  1.10
C (7.27, 8.79, 14.34)  -0.28
C (9.66, 7.60, 13.43)  -0.29
H (10.66, 10.53, 19.09)  0.05
H (9.10, 10.56, 20.07)  0.03
H (9.68, 12.06, 19.34)  0.03
H (6.20, 10.45, 17.01)  0.03
H (6.65, 12.03, 17.83)  0.03
H (6.50, 10.53, 18.83)  0.02
H (8.49, 8.49, 19.70)  0.10
H (8.90, 5.99, 19.78)  0.10
H (9.08, 4.78, 17.67)  0.10
H (9.11, 6.05, 15.51)  0.09
H (6.82, 8.00, 14.98)  0.05
H (7.06, 8.58, 13.27)  0.05
H (6.86, 9.82, 14.47)  0.02
H (9.14, 6.60, 13.58)  0.05
H (10.75, 7.53, 13.47)  0.02
H (9.39, 7.96, 12.44)  0.04
O (8.63, 11.25, 11.59)  0.04
B (9.58, 11.78, 12.61)  -0.43
O (10.71, 12.40, 11.91)  0.04
C (10.49, 12.14, 10.53)  -0.19
C (11.29, 12.43, 9.45)  0.00
C (10.79, 12.02, 8.18)  -0.09
C (9.50, 11.53, 8.05)  -0.10
C (8.72, 11.18, 9.14)  -0.01
C (9.21, 11.52, 10.36)  -0.23
H (12.27, 12.94, 9.55)  0.12
H (11.43, 12.03, 7.31)  0.10
H (9.19, 11.32, 7.02)  0.11
H (7.71, 10.76, 9.08)  0.13
O (11.86, 11.60, 14.74)  -0.68
S (13.26, 12.10, 15.39)  1.14
C (14.08, 12.71, 13.95)  -0.39
C (14.42, 14.06, 13.93)  -0.06
C (15.27, 14.55, 12.93)  -0.04
C (15.71, 13.70, 11.88)  -0.04
C (15.22, 12.38, 11.84)  -0.05
C (14.34, 11.93, 12.83)  -0.06
C (14.14, 10.56, 15.76)  -0.38
C (14.17, 9.41, 15.00)  -0.06
C (14.92, 8.25, 15.41)  -0.04
C (15.53, 8.28, 16.65)  -0.06
C (15.47, 9.46, 17.46)  -0.05
C (14.86, 10.62, 16.97)  -0.10
H (14.17, 14.71, 14.71)  0.09
H (15.64, 15.54, 12.87)  0.10
H (16.40, 14.06, 11.14)  0.11
H (15.63, 11.72, 11.09)  0.11
H (13.94, 10.88, 12.75)  0.12
H (13.59, 9.35, 14.08)  0.10
H (15.01, 7.40, 14.76)  0.11
H (16.09, 7.43, 17.00)  0.11
H (16.07, 9.47, 18.36)  0.11
H (14.96, 11.62, 17.52)  0.14
N (6.20, 14.43, 13.67)  0.21
C (7.44, 14.16, 14.01)  -0.44
O (7.76, 12.94, 14.30)  -0.19
C (8.42, 15.27, 14.19)  -0.18
C (9.64, 14.88, 14.66)  -0.17
N (10.55, 14.18, 15.05)  0.07
C (8.18, 16.66, 13.88)  -0.20
N (7.83, 17.75, 13.61)  0.14
H (5.47, 13.73, 13.61)  0.14
H (5.97, 15.38, 13.37)  0.13

**ΔE to the lowest compared entry with this formula, charge and spin**: 49.4 kJ/mol
**Gap between HOMO and LUMO**: 7.20 eV
**LUMO energy**: -2.90 eV
**Net charge**: +1
**M**: 804.3 g/mol

---

A single C2H2FN3O molecule in a non-equilibrium geometry. Source: the Open Molecules 2025 dataset; level of theory: ωB97M-V/def2-TZVPD.

Last column: Löwdin charge in e.
Positions of all 9 atoms, in Å:
C (-0.15, 0.07, -1.51)  0.12
C (-1.14, -1.34, 0.68)  -0.42
N (-1.17, -0.60, -1.78)  -0.04
N (-1.90, -1.77, -0.16)  0.09
N (-2.11, -1.30, -1.36)  -0.03
O (-0.45, -0.23, 0.94)  0.13
F (-0.97, -2.21, 1.79)  0.02
H (0.77, -0.15, -1.91)  0.03
H (-0.11, -0.25, 1.81)  0.11

**ΔE to the lowest compared entry with this formula, charge and spin**: 424.1 kJ/mol
**Gap between HOMO and LUMO**: 8.73 eV
**LUMO energy**: -0.10 eV
**Net charge**: 0
**M**: 103.1 g/mol

---

A molecular structure, C7H24AgN10O7 in a non-equilibrium geometry. Source: the Open Molecules 2025 dataset; level of theory: ωB97M-V/def2-TZVPD.

Last column: Löwdin charge in e.
Positions of all 49 atoms, in Å:
Ag (-0.04, 0.07, 1.02)  0.27
O (-0.88, 3.34, -5.65)  -0.36
C (-0.72, 4.26, -4.51)  -0.35
C (-1.76, 4.27, -3.25)  -0.40
O (-1.72, 3.20, -2.35)  -0.27
H (-0.76, 5.29, -4.86)  0.05
H (0.29, 4.32, -4.08)  0.06
H (-2.81, 4.40, -3.49)  0.07
H (-1.76, 5.23, -2.74)  0.05
C (-4.56, -1.93, 0.96)  -0.82
O (-3.44, -2.41, 1.01)  0.02
N (-5.65, -2.42, 0.40)  0.14
N (-4.86, -0.80, 1.44)  0.16
H (-6.44, -1.82, 0.18)  0.11
H (-5.44, -3.33, 0.04)  0.11
H (-5.69, -0.41, 1.01)  0.11
H (-4.11, -0.22, 1.78)  0.13
C (2.02, -4.40, 3.11)  -0.78
O (2.14, -3.18, 2.89)  -0.01
N (2.88, -5.05, 3.88)  0.14
N (1.06, -5.15, 2.76)  0.17
H (3.77, -4.60, 4.05)  0.12
H (2.64, -6.03, 3.90)  0.09
H (0.32, -4.73, 2.20)  0.14
H (1.01, -6.11, 3.06)  0.11
C (4.92, 1.80, -1.08)  -0.85
O (4.28, 1.35, -0.18)  0.05
N (4.53, 1.96, -2.36)  0.16
N (6.05, 2.24, -0.88)  0.16
H (3.54, 1.82, -2.54)  0.12
H (5.16, 2.35, -3.05)  0.10
H (6.52, 2.73, -1.63)  0.12
H (6.37, 2.31, 0.07)  0.13
C (2.06, -3.46, -2.85)  -0.79
O (1.20, -2.67, -2.50)  0.04
N (3.17, -3.61, -2.21)  0.16
N (1.99, -4.28, -3.89)  0.15
H (3.73, -4.39, -2.52)  0.10
H (3.42, -3.07, -1.39)  0.13
H (1.06, -4.35, -4.28)  0.12
H (2.66, -5.04, -3.92)  0.10
C (-2.98, 3.63, 3.98)  -0.75
O (-2.06, 2.81, 3.94)  0.00
N (-3.36, 4.41, 3.01)  0.15
N (-3.57, 3.99, 5.14)  0.13
H (-2.99, 4.18, 2.10)  0.12
H (-3.65, 5.37, 3.13)  0.11
H (-3.16, 3.54, 5.94)  0.11
H (-4.37, 4.61, 5.20)  0.10

**ΔE to the lowest compared entry with this formula, charge and spin**: 1148.4 kJ/mol
**Gap between HOMO and LUMO**: 2.39 eV
**LUMO energy**: 0.94 eV
**Net charge**: -1
**M**: 468.2 g/mol

---

Question: What is the net charge in the third record?
Answer: -1

---

Question: What is the net charge in the fifth record?
Answer: 0

---

Question: M of number 3 (C23H62IO22P6)?
Answer: 1003.5 g/mol